Below is C18H54BeO9S9 as an isolated structure in a non-equilibrium geometry, with properties calculated with the ωB97M-V functional and the def2-TZVPD basis.

Its highest occupied orbital energy (alpha / beta) is -5.02 / -10.13 eV.

Geometry as ORCA input:
```
! RIJCOSX wB97M-V def2-TZVPD def2/J DEFGRID3
* xyz 1 2
C 2.62 4.25 -1.25
H 5.29 -1.25 -2.35
H 2.01 1.68 -3.79
H -1.18 -5.08 0.25
C -1.53 2.51 -4.35
O 1.90 -0.74 -0.94
C 2.07 1.18 3.94
H -4.56 -1.01 -2.25
H 4.37 -3.43 -0.82
H 4.43 1.70 1.05
H -2.90 -1.57 -3.79
C -4.28 -2.69 -0.06
H 2.88 1.75 4.40
S -4.04 -0.88 0.22
H 3.75 -1.22 3.85
H -5.57 0.25 -1.56
H 4.36 -1.03 2.22
S 0.20 -3.46 1.35
H 4.99 3.18 0.31
H -1.85 1.85 4.63
H 1.59 4.54 -1.47
H 0.81 -0.71 -4.02
H 1.30 1.93 3.78
H 4.39 0.21 -2.68
O -2.53 -0.70 0.31
H -1.89 -0.84 -4.87
O -0.39 1.29 -2.28
H -1.67 0.69 6.00
H 1.80 0.28 4.49
H 1.29 3.05 -4.79
Be -0.15 0.02 0.05
H -1.50 -4.99 1.90
H 4.87 -0.03 3.55
H -3.98 -3.29 0.80
C 1.11 2.15 -4.20
O -1.29 0.42 2.33
O -0.54 -2.20 0.90
H -0.02 -5.86 1.47
C 4.28 -0.83 -2.35
H -1.52 4.74 1.10
C -3.23 2.61 1.87
C -1.93 -1.75 -4.26
H -3.68 -3.00 -0.92
H -2.86 -1.93 3.06
C 4.30 2.34 0.18
S 2.57 2.96 0.15
O -1.02 2.35 0.29
S -2.50 2.78 0.17
H 3.33 5.06 -1.09
H -2.43 3.13 -4.39
H 0.67 1.38 -4.83
H 2.95 -3.51 0.04
H 1.00 -2.70 3.49
H -2.14 -2.59 -4.93
H -4.02 3.33 2.05
H 4.51 1.69 -0.67
H -3.97 0.62 -1.68
H -0.62 -3.34 3.83
C 0.29 -3.49 3.24
H -2.80 -1.66 4.91
H 2.97 3.75 -2.15
H -0.33 1.44 5.40
C -1.27 1.02 5.04
H -3.50 1.56 1.97
C 0.77 -1.78 -3.82
H -1.54 4.96 -0.57
S -0.23 2.57 -3.03
H -2.45 2.81 2.61
H -3.50 -0.44 3.79
H -1.89 1.48 -4.41
C -2.15 4.54 0.23
H -3.14 4.99 0.33
H 0.70 -4.48 3.45
H -1.04 2.73 -5.30
H 1.65 -2.06 -3.24
S -1.20 -0.27 3.72
H -5.33 -2.90 -0.26
C -0.66 -5.02 1.21
S -0.73 -2.29 -2.88
H 0.72 -2.26 -4.80
S 2.63 0.52 2.36
O 1.51 -0.40 1.82
O -1.00 -1.45 -1.57
H 3.66 -1.17 -3.18
C 3.34 -3.10 -0.89
S 3.36 -1.24 -0.71
O 1.75 1.76 -0.37
C -4.61 -0.24 -1.48
C -2.77 -1.24 3.90
H 2.98 -3.47 -1.85
C 3.99 -0.49 3.08
*
```


Below is C17H24N4OS3W as an isolated structure in a non-equilibrium geometry, with properties calculated with the ωB97M-V functional and the def2-TZVPD basis.

The calculation puts the energy above the lowest of the compared OMol25 structures with the same formula, charge and spin at 63.21 kcal/mol. Its highest occupied orbital energy (alpha / beta) is 2.52 / 1.10 eV.

Geometry as ORCA input:
```
! RIJCOSX wB97M-V def2-TZVPD def2/J DEFGRID3
* xyz -2 3
C 3.34 0.93 -3.67
C 2.06 1.79 -1.77
H 4.14 1.04 -4.37
H 4.61 1.16 2.83
H -4.42 1.89 1.18
H -2.44 -2.50 -3.04
C -2.80 -1.79 -2.29
C 1.05 -1.04 3.51
H 1.85 2.52 -1.01
H -3.86 -1.69 2.12
N 2.70 -0.25 4.69
H 0.65 -0.98 -3.08
C 3.09 -0.20 3.44
S -0.10 1.60 0.52
N 1.98 -0.60 2.63
C 1.12 0.75 -1.90
N 1.95 -0.71 1.18
W -0.04 -0.74 1.06
C -1.92 0.97 -2.74
H -1.55 2.02 -2.62
C 1.37 -0.19 -2.92
C -3.46 1.49 0.83
H 3.93 2.57 -2.43
H 4.79 -0.50 2.16
S -0.63 -2.29 -0.51
C -0.05 0.65 -0.98
H 5.08 -0.17 3.90
H 2.41 0.15 0.79
H -2.99 0.93 -2.70
C -3.09 0.23 1.59
C -1.64 -1.21 -1.50
O -2.02 -0.49 1.16
H -1.57 0.56 -3.72
H -4.29 -1.20 0.47
S -0.35 -1.85 3.10
H -2.97 0.46 2.66
C 4.51 0.11 3.03
C 3.17 1.82 -2.60
H -3.54 -2.25 -1.64
H -3.28 -0.94 -2.80
H 2.58 -1.03 -4.45
C -1.24 0.13 -1.70
H 1.00 -0.99 5.65
H -2.66 2.23 0.85
C 2.46 -0.15 -3.80
H -3.53 1.24 -0.23
H 2.59 -1.50 0.96
C -4.18 -0.85 1.49
H -5.19 -0.50 1.91
N 1.40 -0.63 4.77
*
```


Below is C44H50N4NaO4 as an isolated structure, with properties calculated with the ωB97M-V functional and the def2-TZVPD basis.

The calculation puts the energy above the lowest of the compared OMol25 structures with the same formula, charge and spin at 2.04 kcal/mol. Its highest occupied orbital energy is -4.52 eV.

Geometry as ORCA input:
```
! RIJCOSX wB97M-V def2-TZVPD def2/J DEFGRID3
* xyz -1 1
H -3.60 -1.09 -0.16
C 3.38 2.45 1.27
C -2.60 -1.08 -3.61
H 4.12 -1.74 -4.42
H 1.65 -1.99 1.25
H -0.19 -6.23 -0.46
H -5.25 3.10 1.33
C -1.13 -1.12 -0.82
H -1.68 2.12 -5.71
C 0.63 1.46 4.71
H -1.63 -4.25 -0.23
C -1.66 -3.42 -3.47
N -0.99 4.89 1.00
C -3.53 -1.64 0.77
Na 1.01 0.77 1.25
N 1.58 0.77 3.87
C 3.70 -0.80 -4.07
C 0.70 0.47 -1.97
C -2.22 1.72 1.98
C -0.56 1.34 -4.06
H 0.84 1.32 5.79
H 1.13 4.65 1.14
C 3.91 0.82 2.99
H 2.21 -6.11 0.16
H -2.84 3.49 -1.82
H 1.69 -0.95 5.11
C -2.04 4.02 1.24
H -4.21 0.99 2.05
H 4.11 -0.24 3.10
H 3.33 1.00 5.04
H -1.75 0.76 2.21
C -2.30 -2.07 1.24
H -0.94 -4.03 -2.93
H -2.66 -3.85 -3.34
C -3.42 4.16 1.10
H 2.86 2.38 4.05
C -3.59 1.85 1.85
O -0.37 -0.78 1.47
C 2.50 -0.82 -3.36
C 2.09 -4.04 0.75
H 0.07 0.73 -4.69
N 3.45 1.04 1.63
H 5.30 0.40 -4.86
C 2.92 1.29 4.05
H 2.21 -1.18 3.43
C -2.38 2.90 -3.84
H -2.60 -0.10 -3.13
C 4.36 0.39 -4.31
C -0.08 -2.98 0.51
H -5.65 -1.56 1.06
H -3.40 -3.61 4.08
H 0.93 -1.57 -1.34
H -1.33 -3.10 2.84
C -0.58 -4.19 0.04
H 5.26 0.65 0.58
H 2.76 2.99 1.99
O -0.31 -1.52 -2.99
C -4.71 -1.91 1.46
C 2.62 1.56 -3.14
C -2.20 2.90 -2.46
H 4.31 2.52 -4.03
C 0.23 -5.30 -0.09
H 4.38 2.92 1.25
H 2.92 2.53 0.29
H -1.66 -0.17 -0.72
C -1.63 -2.01 -2.90
H 3.13 -3.97 1.02
C 3.81 1.58 -3.85
H -1.01 2.13 -0.83
C -3.45 -3.05 3.15
H -5.59 -2.83 3.19
H 2.00 -1.76 -3.21
C 1.26 -2.93 0.87
H -3.61 -1.50 -3.57
N -0.05 2.99 1.70
H -1.41 -3.41 -4.53
H 4.22 -0.76 0.89
H -0.38 1.09 4.51
O 1.10 1.04 -0.81
H 4.88 1.34 3.18
C 1.94 0.36 -2.88
C 4.21 0.31 0.64
C -1.19 2.13 -1.89
C -4.18 3.05 1.42
C -0.37 1.33 -2.68
C -2.28 -2.78 2.45
H -2.31 -0.94 -4.66
C 0.11 -0.96 -1.73
H -3.17 3.50 -4.29
C -0.93 -1.69 0.64
O -1.93 -2.07 -1.53
C 1.58 -5.24 0.26
C 0.15 4.20 1.28
C -1.44 2.84 1.68
H 2.20 2.47 -2.75
C -4.67 -2.62 2.65
C -1.55 2.13 -4.64
H -1.03 5.81 0.61
H 0.50 -1.01 3.75
C 1.49 -0.66 4.06
H 3.73 0.42 -0.33
H -3.88 5.07 0.76
H 0.64 2.53 4.49
*
```